--- P ---
11
Properties=species:S:1:pos:R:3 method="wB97M-V/def2-TZVPD" e_homo_ev=-9.215 smiles=C#CB(O)CO lumo_ev=0.42
C 1.35075 2.40083 1.49351
C 0.89110 1.45766 0.90636
B -0.11942 0.26335 0.26461
O -0.92829 -0.30268 1.12890
C -0.51501 -0.72724 -1.30311
O -0.47599 -2.03340 -0.85311
H 1.87500 3.02689 2.14218
H -1.42242 -0.93411 0.71685
H -1.49802 -0.46581 -1.72283
H 0.34118 -0.40311 -1.95746
H 0.50112 -2.28237 -0.81591



--- Q ---
11
Properties=species:S:1:pos:R:3 method="wB97M-V/def2-TZVPD" e_homo_ev=-10.199 smiles="OB1C=CCO1" lumo_ev=0.70
O 1.36406 -1.59040 -1.27572
B 0.67563 -0.76130 -0.42917
C 1.07635 0.58021 0.13902
C -0.01571 1.15424 0.66528
C -1.20930 0.19060 0.46048
O -0.68911 -0.99381 -0.15972
H 0.94947 -2.25986 -1.85330
H 1.96371 1.25462 0.12937
H -0.33524 2.04099 1.19674
H -1.72640 -0.30922 1.36928
H -2.05347 0.69393 -0.24226



Most stable to least stable, the ends of the list are Q and P.



--- P ---
15
Properties=species:S:1:pos:R:3 method="wB97M-V/def2-TZVPD" e_homo_ev=-9.694 smiles=NCCN.O lumo_ev=0.98
N 2.06328 0.34437 1.13688
C 0.80194 0.42930 0.38640
C -0.10861 -0.72158 0.76663
N -1.45591 -0.45744 0.26017
H 2.65120 -0.35787 0.69609
H 2.56306 1.21922 1.02397
H 0.31498 1.37925 0.62011
H 0.95361 0.39140 -0.69503
H -0.07097 -0.90061 1.84490
H 0.25418 -1.61663 0.25592
H -1.86408 0.32384 0.75891
H -2.04590 -1.26708 0.42827
O -1.30628 0.15491 -2.79537
H -0.96960 0.08575 -1.88871
H -1.78089 0.99317 -2.79913



--- Q ---
15
Properties=species:S:1:pos:R:3 method="wB97M-V/def2-TZVPD" e_homo_ev=-8.842 smiles=NCCN.O lumo_ev=0.58
N -0.52538 1.78593 1.13576
C 0.10443 0.81227 0.34793
C 0.75011 1.29729 -0.96860
N 1.51970 0.30826 -1.66298
H -1.16562 1.50244 1.91231
H -0.02946 2.58732 1.30778
H 0.77967 0.09434 1.01010
H -0.59850 0.06063 0.05507
H 1.49599 2.04608 -0.73073
H 0.01022 1.69323 -1.65144
H 2.03926 -0.41953 -1.15486
H 0.86552 -0.15756 -2.26804
O -1.46990 -3.56591 0.95243
H -2.38254 -3.64651 0.77189
H -1.34277 -2.54982 0.54305



Most stable to least stable, the ends of the list are P and Q.



--- P ---
23
Properties=species:S:1:pos:R:3 method="wB97M-V/def2-TZVPD" e_homo_ev=-7.093 lumo_ev=0.36
C -1.56973 -0.19953 2.06069
N -1.54308 -0.62844 -1.48266
C -1.02413 -0.52547 0.68047
N -1.90062 -0.11274 -0.33426
H -0.18556 -0.61217 -1.50556
H -2.05951 -0.15704 -2.23124
H -0.78709 -1.60032 0.60536
H -2.38542 -0.88089 2.30819
H -1.96179 0.81846 2.08523
H -0.79376 -0.30253 2.82225
C 0.28361 1.71866 0.39365
C 1.04305 -0.35334 -0.83663
N 1.83160 0.43778 -1.72836
N 1.65211 -1.62525 -0.66667
C 0.44417 0.20415 0.41447
H 1.41309 1.33600 -1.92636
H 2.76525 0.58936 -1.35539
H 1.06030 -2.30393 -0.21209
H 1.98753 -1.99991 -1.55130
H 1.01653 -0.12241 1.28525
H -0.36052 2.03435 -0.42818
H 1.25163 2.21254 0.28894
H -0.17766 2.07266 1.31422



--- Q ---
23
Properties=species:S:1:pos:R:3 method="wB97M-V/def2-TZVPD" e_homo_ev=-8.175 lumo_ev=0.89
C -1.97892 -0.57321 -2.13226
C -0.89586 -1.05629 -1.20405
N -0.13879 -2.12847 -1.73527
N -0.11978 0.03324 -0.31284
C -1.05086 -0.95888 0.25613
N -2.26890 -0.40848 0.78000
H -1.53748 -0.15478 -3.03790
H -2.61999 -1.40380 -2.42419
H -2.58616 0.18275 -1.64028
H 0.58214 -2.43938 -1.09572
H 0.28177 -1.88626 -2.62525
H -0.55189 0.94012 -0.46134
H -0.51704 -1.70285 0.85436
H -2.12913 -0.10746 1.74573
H -3.01301 -1.09056 0.74713
H 4.09833 0.88076 1.24784
N 3.27832 0.55023 0.72472
C 2.19422 1.09036 1.04422
C 1.97685 2.20598 2.02037
H 1.27154 0.55917 0.44574
H 2.91017 2.52130 2.49387
H 1.28147 1.88421 2.79550
H 1.53299 3.06228 1.51350



Most stable to least stable, the ends of the list are Q and P.



--- P ---
23
Properties=species:S:1:pos:R:3 method="wB97M-V/def2-TZVPD" e_homo_ev=-7.050 lumo_ev=0.85
H -1.84683 -0.72226 1.37241
N -1.68850 -0.16271 0.53413
C -1.47087 -0.81977 -0.50801
C -1.76823 -2.36038 -0.66728
N -2.41658 -2.86293 0.52955
H -1.32001 -0.30875 -1.45449
H -0.84281 -2.92039 -0.83074
H -2.37469 -2.47159 -1.58322
H -3.33240 -2.44236 0.64756
H -2.55358 -3.86507 0.48863
C 3.36576 0.74686 0.27398
C 2.21319 1.03217 0.88304
N 1.15226 1.73236 0.32589
C 0.98077 1.75957 -1.10711
N 0.12010 2.08968 1.22099
H 4.23493 0.51426 0.86275
H 3.49333 0.76678 -0.79377
H 2.14104 0.97810 1.96073
H 1.87641 2.17826 -1.56254
H 0.10579 2.35935 -1.35726
H 0.87508 0.74349 -1.50749
H -0.42244 1.23455 1.39047
H -0.52172 2.80079 0.88177



--- Q ---
23
Properties=species:S:1:pos:R:3 method="wB97M-V/def2-TZVPD" e_homo_ev="-5.725 / -5.638" lumo_ev="0.81 / 0.84"
C -0.77031 -1.33524 -0.00401
C 0.87770 0.39564 0.29269
C -0.26615 0.95482 -0.13480
C 0.03837 1.00149 1.35047
C 0.77418 2.83772 -0.71695
N -0.26283 -2.13387 1.05959
N -2.19604 -1.26744 0.14363
N -0.33520 -1.73921 -1.31351
N 2.09383 -0.06196 0.02462
H -1.02146 1.06689 -0.89116
H 0.71084 -2.35884 0.90519
H -0.78601 -3.00463 1.17144
H -2.45416 -0.91520 1.05907
H -2.62846 -0.68814 -0.56539
H -0.57991 -1.05257 -2.01914
H -0.74465 -2.63576 -1.58887
H 2.30140 -0.39464 -0.90450
H 2.73686 -0.24853 0.77535
H 0.35213 1.94331 1.78615
H -0.46286 0.31569 2.03088
H 1.68359 3.07105 -0.16551
H -0.02478 3.54953 -0.51502
H 0.96395 2.69987 -1.78021



--- R ---
23
Properties=species:S:1:pos:R:3 method="wB97M-V/def2-TZVPD" e_homo_ev=-7.029 lumo_ev=0.92
C 0.72696 0.96361 -2.18990
C 0.79450 0.18610 -0.88466
N 2.07729 -0.22596 -0.52775
C -0.33598 -0.32861 -0.26171
C -1.67218 -0.38139 -0.96215
C -0.31134 -0.27142 1.24123
N 0.02098 1.10978 1.49469
N -1.51562 -0.58852 1.91519
N 0.72367 -1.07725 1.78715
H 1.61352 1.59556 -2.31892
H 0.67620 0.27419 -3.03626
H -0.15052 1.61536 -2.21696
H 2.32886 -1.08658 -1.02680
H 2.78739 0.46107 -0.80247
H -2.30464 0.47879 -0.70903
H -2.21536 -1.28477 -0.66574
H -1.58995 -0.40411 -2.05177
H -0.68396 1.83182 1.57536
H 0.96505 1.34465 1.77677
H -2.39107 -0.75436 1.43853
H -1.57624 -0.43611 2.91456
H 1.53407 -1.13364 1.16430
H 0.49836 -1.88821 2.34635



Most stable to least stable, the ends of the list are R and Q.